1.
Formula: C41H42MnN4O6P2S2Si
Source: OMol25
Level of theory: ωB97M-V/def2-TZVPD

Summary:
**Electronic energy**: -5177.76050 Eh
**HOMO (alpha / beta)**: -0.080 / -0.081 hartree
**Molecular weight**: 895.9 g/mol
**F_max**: 0.0422 hartree/bohr
**Orbital gap (alpha / beta)**: 0.2360 / 0.2365 Ha
**Charge**: -2
**Energy above the lowest of the compared OMol25 structures with the same formula, charge and spin**: 66.7 kJ/mol
**Spin multiplicity**: 6
**LUMO energy (alpha / beta)**: 4.2 / 4.2 eV

CARTESIAN COORDINATES (ANGSTROEM)
1 Mn -1.23160 0.70770 -1.97180
2 N 1.73772 -0.95790 -2.03154
3 P 0.82039 -2.07679 -1.07555
4 C 2.23921 -2.62547 -0.01977
5 C 3.56061 -2.40295 -0.38107
6 C 4.59702 -2.83234 0.42593
7 C 4.32257 -3.48722 1.61525
8 C 3.00755 -3.72508 1.98103
9 C 1.97443 -3.30266 1.16249
10 C 0.97877 -3.59125 -2.13034
11 C 0.30622 -4.69337 -1.61044
12 C 0.27709 -5.89957 -2.27873
13 C 0.91873 -6.02136 -3.50270
14 C 1.58853 -4.93259 -4.03053
15 C 1.62560 -3.72663 -3.35157
16 P 1.22058 0.68504 -1.95172
17 C 2.30835 1.34700 -3.26616
18 C 2.26304 2.73120 -3.43676
19 C 3.05725 3.34833 -4.38175
20 C 3.89796 2.59451 -5.19266
21 C 3.92051 1.21658 -5.05380
22 C 3.14123 0.59567 -4.09527
23 C 2.26406 1.28899 -0.56631
24 C 3.61814 0.99453 -0.51508
25 C 4.39526 1.46664 0.52674
26 C 3.82364 2.24247 1.52218
27 C 2.47099 2.53693 1.47475
28 C 1.69414 2.06608 0.43202
29 H 1.50620 -1.22662 -2.99440
30 H 3.77895 -1.87186 -1.29203
31 H 5.62435 -2.65746 0.12793
32 H 5.13019 -3.81946 2.25546
33 H 2.79563 -4.22903 2.91655
34 H 0.94555 -3.47969 1.44086
35 H -0.19961 -4.57843 -0.66040
36 H -0.25743 -6.74191 -1.85874
37 H 0.88877 -6.96039 -4.04092
38 H 2.08472 -5.02086 -4.98949
39 H 2.17010 -2.90312 -3.78939
40 H 1.59483 3.30520 -2.80519
41 H 3.02555 4.42405 -4.49605
42 H 4.51992 3.07512 -5.93864
43 H 4.55383 0.61909 -5.70085
44 H 3.19830 -0.47863 -3.99400
45 H 4.06563 0.40344 -1.30011
46 H 5.45151 1.22798 0.56349
47 H 4.43514 2.62292 2.33218
48 H 2.00894 3.12722 2.25448
49 H 0.64290 2.31351 0.37530
50 C -2.83010 -1.26133 5.09882
51 Si -1.41725 -0.89608 3.83476
52 C -0.10021 -2.24930 4.15110
53 C -0.64309 0.79417 4.26578
54 C -2.23696 -0.98272 2.14434
55 C -3.55748 -1.31396 1.93584
56 C -4.07401 -1.33267 0.64246
57 C -3.25063 -0.96037 -0.39936
58 N -1.98434 -0.57434 -0.22854
59 C -1.45420 -0.64348 1.01317
60 S 0.20086 -0.33633 1.20738
61 H -2.46061 -1.27054 6.11843
62 H -3.27509 -2.23241 4.90629
63 H -3.62460 -0.52482 5.04601
64 H 0.28629 -2.19292 5.16568
65 H 0.72670 -2.10282 3.46650
66 H -0.49271 -3.25069 3.99788
67 H -0.56215 0.95825 5.33846
68 H -1.21365 1.61120 3.83648
69 H 0.35170 0.83937 3.83976
70 H -4.19612 -1.57047 2.77064
71 H -5.10209 -1.59860 0.45010
72 H -3.61548 -0.96201 -1.41935
73 C -4.33808 2.70404 4.52410
74 C -3.69018 3.00807 3.20292
75 C -3.86121 2.14266 2.12803
76 C -3.25582 2.40477 0.90902
77 C -2.46430 3.52647 0.76087
78 C -2.29967 4.40065 1.81773
79 C -2.91155 4.14606 3.03272
80 S -1.65715 3.95282 -0.82034
81 O -2.28145 5.21394 -1.19899
82 O -0.24737 4.06565 -0.50105
83 N -1.93002 2.76434 -1.84442
84 C -3.13264 3.00974 -2.61112
85 C -3.89659 1.69160 -2.90940
86 O -5.11141 1.73960 -3.09479
87 O -3.17447 0.65889 -2.94197
88 H -3.82316 1.86857 4.99937
89 H -5.38176 2.42680 4.38038
90 H -4.29353 3.55932 5.19654
91 H -4.47053 1.25719 2.25027
92 H -3.39881 1.74579 0.06464
93 H -1.69510 5.28062 1.66694
94 H -2.78608 4.83637 3.85923
95 H -2.88624 3.46631 -3.58312
96 H -3.79048 3.70502 -2.07970
97 O -1.02293 -1.39363 -3.00546
98 N -0.28075 -1.04831 -3.98261
99 O -0.15543 0.22196 -4.10532

Mulliken population analysis, charges in e, atoms 1 to 6:
1. Mn 0.43
2. N 0.17
3. P -0.50
4. C 0.91
5. C -0.64
6. C -0.59

***

2.
Formula: C41H42N8O6PS2Sc
Source: OMol25
Level of theory: ωB97M-V/def2-TZVPD

Summary:
**Electronic energy**: -4375.92031 Eh
**HOMO**: -0.247 hartree
**Molecular weight**: 882.9 g/mol
**F_max**: 0.0312 hartree/bohr
**Orbital gap**: 0.2324 Ha
**Charge**: 0
**Energy above the lowest of the compared OMol25 structures with the same formula, charge and spin**: 57.7 kJ/mol
**LUMO energy**: -0.4 eV

CARTESIAN COORDINATES (ANGSTROEM)
1 Sc 0.42604 -0.25231 0.04948
2 N -3.36472 -1.27636 -3.02101
3 C -2.16764 -1.34371 -2.40357
4 N -1.56693 -0.35835 -1.84792
5 C -2.14350 0.90834 -1.93465
6 N -1.50625 1.97190 -1.60800
7 N -0.21946 1.68958 -1.13347
8 C 0.68369 2.45233 -1.57762
9 C 2.08572 2.24554 -1.16359
10 C 3.08692 3.07121 -1.62699
11 C 4.39765 2.80088 -1.25093
12 C 4.64701 1.72237 -0.42794
13 C 3.57550 0.95224 0.00318
14 N 2.32345 1.21255 -0.35151
15 C -3.51989 1.02861 -2.44041
16 C -4.24504 2.21936 -2.38630
17 C -5.51848 2.28237 -2.90918
18 C -6.08601 1.14703 -3.49787
19 C -5.38722 -0.03939 -3.55136
20 C -4.10171 -0.09184 -3.01438
21 H -3.74045 -2.09507 -3.46391
22 H -1.70839 -2.32766 -2.36806
23 H 0.44081 3.24116 -2.28327
24 H 2.84436 3.89961 -2.28106
25 H 5.20916 3.42306 -1.60797
26 H 5.65255 1.46061 -0.12378
27 H 3.71226 0.09563 0.65535
28 H -3.78055 3.08048 -1.92039
29 H -6.07958 3.20735 -2.86394
30 H -7.08618 1.19418 -3.91146
31 H -5.82944 -0.92695 -3.99392
32 O 2.91662 -0.53996 -2.78091
33 C 2.46522 -1.23623 -1.89490
34 O 1.22069 -1.15017 -1.46962
35 C 3.30914 -2.27578 -1.22539
36 C 4.30202 -2.85966 -2.01798
37 C 5.14593 -3.82935 -1.51729
38 C 5.01332 -4.20440 -0.18112
39 C 4.05413 -3.61414 0.62187
40 C 3.16761 -2.63393 0.13160
41 S 2.03401 -1.92569 1.29038
42 H 4.38850 -2.52473 -3.04491
43 H 5.89931 -4.28403 -2.14944
44 H 5.67211 -4.95745 0.23866
45 H 3.96994 -3.89214 1.66653
46 N -3.29595 -1.34425 2.76137
47 C -3.99781 -0.26097 3.34186
48 C -4.63619 -0.43166 4.55423
49 C -5.37858 0.60565 5.11162
50 C -5.48827 1.81232 4.44394
51 C -4.83234 1.98415 3.22749
52 C -4.08345 0.95912 2.68440
53 S -3.20664 1.24289 1.18600
54 N -2.33226 -0.19006 0.93519
55 C -2.48408 -1.21899 1.66283
56 C -1.81661 -2.48565 1.19148
57 C -2.25177 -3.73391 1.61189
58 C -1.66622 -4.86674 1.06700
59 C -0.67377 -4.71834 0.11707
60 C -0.28731 -3.43748 -0.23034
61 N -0.84918 -2.34640 0.28810
62 H -3.01124 -2.05092 3.41773
63 H -4.55156 -1.38177 5.07224
64 H -5.86620 0.46016 6.06684
65 H -6.07046 2.62362 4.86198
66 H -4.89542 2.93584 2.70525
67 H -3.06114 -3.82935 2.32078
68 H -1.99383 -5.85126 1.37802
69 H -0.17793 -5.57071 -0.32914
70 H 0.50995 -3.25666 -0.93941
71 C 3.15975 0.52557 3.76879
72 C 2.46409 1.84258 4.03947
73 C 2.82587 2.36229 5.41965
74 C 2.81060 2.87510 2.97195
75 O 1.03207 1.58886 4.12231
76 P -0.10341 1.34889 3.03382
77 O -1.21669 0.64330 3.69263
78 O 0.45025 0.69777 1.75152
79 O -0.47401 2.81177 2.52061
80 C -1.13477 3.87313 3.26848
81 C -1.94721 3.35404 4.45156
82 C -0.08323 4.85784 3.74587
83 C -2.04193 4.53674 2.25044
84 H 4.24232 0.65685 3.84704
85 H 2.92212 0.13944 2.77618
86 H 2.84283 -0.22153 4.50063
87 H 3.88816 2.61407 5.45411
88 H 2.61893 1.60445 6.17811
89 H 2.24762 3.25689 5.65959
90 H 3.89366 2.88626 2.82772
91 H 2.49605 3.87515 3.26355
92 H 2.33893 2.63094 2.02102
93 H -1.31310 2.83020 5.16978
94 H -2.72587 2.65809 4.12832
95 H -2.41077 4.20756 4.95272
96 H 0.53496 4.40993 4.52304
97 H -0.57188 5.74156 4.16362
98 H 0.55535 5.16925 2.91540
99 H -2.72416 3.80036 1.82028
100 H -1.45154 4.96942 1.43715
101 H -2.62333 5.33000 2.72686

Mulliken population analysis, charges in e, atoms 1 to 6:
1. Sc -0.52
2. N 0.07
3. C -0.66
4. N 0.48
5. C -0.40
6. N -1.62

***

> The highest molecular weight belongs to which entry?

C41H42MnN4O6P2S2Si